i | Density functional theory data (wB97M-V/def2-TZVPD) for a 2-piece molecular cluster, C5H14 overall.

Each atom is followed by the atoms it is bonded to, with distances in Å.
Cartesian coordinates (Å):
1 C 1.415 -0.838 1.451  C2 1.589, H4 1.143, H5 1.066, H6 1.143
2 C 0.530 -2.026 0.876  C1 1.589, C3 1.464, H7 1.153, H8 1.163
3 C 0.875 -2.043 -0.547  C2 1.464, H9 1.074, H10 1.132, H11 1.104
4 H 1.248 0.112 0.838  C1 1.143
5 H 2.468 -0.923 1.593  C1 1.066
6 H 1.124 -0.557 2.520  C1 1.143
7 H 0.788 -3.052 1.335  C2 1.153
8 H -0.573 -1.818 1.182  C2 1.163
9 H 1.815 -1.586 -0.791  C3 1.074
10 H 1.051 -3.083 -0.959  C3 1.132
11 H 0.027 -1.577 -1.078  C3 1.104
12 C -1.769 1.890 -1.316  C13 1.555, H14 1.207, H15 1.191, H16 1.105
13 C -0.925 2.581 -0.209  C12 1.555, H17 1.176, H18 1.144, H19 1.078
14 H -1.663 0.699 -1.153  C12 1.207
15 H -2.922 2.090 -1.536  C12 1.191
16 H -1.231 1.739 -2.269  C12 1.105
17 H -1.660 2.948 0.633  C13 1.176
18 H -0.468 3.479 -0.750  C13 1.144
19 H -0.130 1.965 0.180  C13 1.078

Properties
2S+1: 1
E_HOMO, eV: -10.9071
Gap between HOMO and LUMO, Ha: 0.441
Charge: 0
LUMO, eV: 1.08

Results of the natural (NBO) charge analysis, in e, for atoms 1 through 2: -0.62, -0.41


ii | Density functional theory data (wB97M-V/def2-TZVPD) for a 2-piece molecular cluster, C5H14 overall.

Each atom is followed by the atoms it is bonded to, with distances in Å.
Cartesian coordinates (Å):
1 C -1.517 -1.440 0.197  C2 1.514, H4 1.062, H5 1.050, H6 1.189
2 C -0.415 -2.020 1.058  C1 1.514, C3 1.543, H7 1.087, H8 1.235
3 C 0.642 -2.444 0.017  C2 1.543, H9 1.134, H10 1.095, H11 1.188
4 H -1.187 -1.484 -0.811  C1 1.062
5 H -2.428 -1.956 0.291  C1 1.050
6 H -1.817 -0.329 0.497  C1 1.189
7 H -0.056 -1.270 1.757  C2 1.087
8 H -0.916 -3.034 1.554  C2 1.235
9 H 1.139 -1.518 -0.409  C3 1.134
10 H 1.433 -2.918 0.607  C3 1.095
11 H 0.339 -3.352 -0.687  C3 1.188
12 C 0.509 3.384 -0.938  C13 1.616, H14 1.067, H15 1.074, H16 1.065
13 C 0.733 2.062 -0.035  C12 1.616, H17 1.113, H18 1.162, H19 1.068
14 H -0.099 4.057 -0.376  C12 1.067
15 H 1.397 3.909 -1.237  C12 1.074
16 H -0.035 2.976 -1.757  C12 1.065
17 H 1.812 1.789 -0.008  C13 1.113
18 H 0.094 1.329 -0.671  C13 1.162
19 H 0.373 2.259 0.951  C13 1.068

Properties
2S+1: 1
E_HOMO, eV: -11.0346
Gap between HOMO and LUMO, Ha: 0.448
Charge: 0
LUMO, eV: 1.15

Results of the natural (NBO) charge analysis, in e, for atoms 1 through 2: -0.61, -0.40


Most stable one: ii, least stable one: i.


i | Density functional theory data (wB97M-V/def2-TZVPD) for a 2-piece molecular cluster, C5H14 overall.

Each atom is followed by the atoms it is bonded to, with distances in Å.
Cartesian coordinates (Å):
1 C -2.431 -0.549 1.212  C2 1.524, H4 1.105, H5 1.096, H6 1.083
2 C -1.341 -0.717 0.160  C1 1.524, C3 1.532, H7 1.088, H8 1.094
3 C -2.004 -0.950 -1.202  C2 1.532, H9 1.093, H10 1.088, H11 1.093
4 H -3.258 -1.249 0.994  C1 1.105
5 H -2.922 0.417 1.048  C1 1.096
6 H -2.304 -0.727 2.272  C1 1.083
7 H -0.619 0.095 0.214  C2 1.088
8 H -0.748 -1.608 0.386  C2 1.094
9 H -2.306 -2.000 -1.244  C3 1.093
10 H -2.892 -0.363 -1.429  C3 1.088
11 H -1.285 -0.827 -2.016  C3 1.093
12 C 2.003 1.095 -0.101  C13 1.514, H14 1.089, H15 1.090, H16 1.092
13 C 3.511 1.032 0.017  C12 1.514, H17 1.088, H18 1.093, H19 1.092
14 H 1.598 0.604 -0.985  C12 1.089
15 H 1.561 0.612 0.771  C12 1.090
16 H 1.658 2.128 -0.181  C12 1.092
17 H 3.919 1.636 0.825  C13 1.088
18 H 4.000 1.365 -0.902  C13 1.093
19 H 3.860 0.007 0.160  C13 1.092

Properties
2S+1: 1
E_HOMO, eV: -11.2886
Gap between HOMO and LUMO, Ha: 0.454
Charge: 0
LUMO, eV: 1.08

Results of the natural (NBO) charge analysis, in e, for atoms 1 through 2: -0.61, -0.40


ii | Density functional theory data (wB97M-V/def2-TZVPD) for a 2-piece molecular cluster, C5H14 overall.

Each atom is followed by the atoms it is bonded to, with distances in Å.
Cartesian coordinates (Å):
1 C -0.022 -0.321 1.696  C2 1.547, H4 1.094, H5 1.083, H6 1.092
2 C -0.551 0.971 1.028  C1 1.547, C3 1.502, H7 1.079, H8 1.088
3 C -1.782 1.600 1.612  C2 1.502, H9 1.086, H10 1.091, H11 1.095
4 H -0.806 -1.076 1.802  C1 1.094
5 H 0.830 -0.697 1.144  C1 1.083
6 H 0.280 -0.123 2.726  C1 1.092
7 H -0.754 0.617 0.029  C2 1.079
8 H 0.328 1.610 0.972  C2 1.088
9 H -2.136 2.454 1.041  C3 1.086
10 H -1.684 1.790 2.682  C3 1.091
11 H -2.627 0.903 1.570  C3 1.095
12 C 0.516 -0.601 -1.891  C13 1.503, H14 1.078, H15 1.090, H16 1.100
13 C 1.791 -1.320 -2.234  C12 1.503, H17 1.089, H18 1.084, H19 1.089
14 H 0.627 0.170 -1.145  C12 1.078
15 H -0.231 -0.286 -2.619  C12 1.090
16 H -0.183 -1.250 -1.343  C12 1.100
17 H 2.366 -0.735 -2.950  C13 1.089
18 H 2.406 -1.452 -1.352  C13 1.084
19 H 1.632 -2.255 -2.770  C13 1.089

Properties
2S+1: 1
E_HOMO, eV: -11.2383
Gap between HOMO and LUMO, Ha: 0.454
Charge: 0
LUMO, eV: 1.12

Results of the natural (NBO) charge analysis, in e, for atoms 1 through 2: -0.60, -0.40


Most stable one: i, least stable one: ii.


i | Density functional theory data (wB97M-V/def2-TZVPD) for a 2-piece molecular cluster, C5H14 overall.

Each atom is followed by the atoms it is bonded to, with distances in Å.
Cartesian coordinates (Å):
1 C 1.639 2.484 0.338  C2 1.520, H4 1.094, H5 1.100, H6 1.087
2 C 0.526 1.580 -0.168  C1 1.520, C3 1.529, H7 1.077, H8 1.093
3 C 1.024 0.171 -0.488  C2 1.529, H9 1.099, H10 1.062, H11 1.085
4 H 2.617 2.254 -0.094  C1 1.094
5 H 1.872 2.129 1.353  C1 1.100
6 H 1.496 3.553 0.471  C1 1.087
7 H -0.194 1.530 0.631  C2 1.077
8 H -0.141 2.015 -0.918  C2 1.093
9 H 2.077 0.258 -0.790  C3 1.099
10 H 1.046 -0.459 0.366  C3 1.062
11 H 0.613 -0.213 -1.417  C3 1.085
12 C -1.910 -1.424 -0.410  C13 1.544, H14 1.089, H15 1.085, H16 1.087
13 C -1.232 -2.390 0.585  C12 1.544, H17 1.089, H18 1.079, H19 1.089
14 H -2.968 -1.631 -0.560  C12 1.089
15 H -1.876 -0.426 0.014  C12 1.085
16 H -1.421 -1.527 -1.376  C12 1.087
17 H -1.790 -3.325 0.539  C13 1.089
18 H -1.189 -1.979 1.582  C13 1.079
19 H -0.191 -2.600 0.342  C13 1.089

Properties
2S+1: 1
E_HOMO, eV: -11.0158
Gap between HOMO and LUMO, Ha: 0.448
Charge: 0
LUMO, eV: 1.17

Results of the natural (NBO) charge analysis, in e, for atoms 1 through 2: -0.61, -0.41


ii | Density functional theory data (wB97M-V/def2-TZVPD) for a 2-piece molecular cluster, C5H14 overall.

Each atom is followed by the atoms it is bonded to, with distances in Å.
Cartesian coordinates (Å):
1 C 2.214 -0.617 1.861  C2 1.547, H4 1.092, H5 1.096, H6 1.087
2 C 1.413 -0.752 0.545  C1 1.547, C3 1.525, H7 1.093, H8 1.087
3 C 0.095 -1.446 0.873  C2 1.525, H9 1.097, H10 1.092, H11 1.090
4 H 2.858 -1.497 1.921  C1 1.092
5 H 2.914 0.227 1.897  C1 1.096
6 H 1.657 -0.521 2.789  C1 1.087
7 H 1.942 -1.430 -0.130  C2 1.093
8 H 1.380 0.164 -0.041  C2 1.087
9 H 0.302 -2.502 1.083  C3 1.097
10 H -0.620 -1.494 0.049  C3 1.092
11 H -0.467 -1.123 1.750  C3 1.090
12 C -1.178 1.208 -1.179  C13 1.524, H14 1.086, H15 1.089, H16 1.093
13 C -2.404 1.551 -2.016  C12 1.524, H17 1.088, H18 1.088, H19 1.097
14 H -1.340 0.907 -0.148  C12 1.086
15 H -0.675 0.364 -1.651  C12 1.089
16 H -0.462 2.033 -1.190  C12 1.093
17 H -2.292 1.448 -3.094  C13 1.088
18 H -2.783 2.548 -1.802  C13 1.088
19 H -3.236 0.890 -1.744  C13 1.097

Properties
2S+1: 1
E_HOMO, eV: -11.2142
Gap between HOMO and LUMO, Ha: 0.454
Charge: 0
LUMO, eV: 1.15

Results of the natural (NBO) charge analysis, in e, for atoms 1 through 2: -0.62, -0.41


Most stable one: ii, least stable one: i.